{
  "formula": "C6H9Br4OP",
  "method": "the ωB97M-V functional and the def2-TZVPD basis",
  "de_lowest_ev": 0.162,
  "total_energy_ha": -10946.69177,
  "smiles": "O=P(Br)(Br)Br.C1=CCCC=C1.Br",
  "gap_ev": 6.93,
  "symbols": ["Br", "Br", "Br", "Br", "P", "O", "C", "C", "C", "C", "C", "C", "H", "H", "H", "H", "H", "H", "H", "H", "H"],
  "positions_angstrom": [[2.05, 0.91, -3.31], [2.17, 3.43, -0.92], [3.75, 0.19, -0.33], [2.26, -0.88, 3.24], [3.34, 1.76, -1.84], [4.58, 2.25, -2.43], [-0.85, 0.83, 0.49], [-1.71, -1.68, -0.37], [-1.05, 0.63, -0.89], [-2.15, -1.17, 0.98], [-1.49, -0.58, -1.33], [-1.38, 0.00, 1.36], [-2.30, -1.91, 1.73], [-2.26, -2.59, -0.87], [-1.25, 0.26, 2.35], [-3.23, -0.81, 0.91], [-1.67, -0.80, -2.38], [-0.80, 1.53, -1.46], [3.25, -0.85, 4.25], [-0.44, 1.62, 0.95], [-0.81, -2.15, -0.12]],
  "nbo_charge": [-0.10, -0.15, -0.12, -0.20, 1.41, -1.03, -0.26, -0.45, -0.24, -0.44, -0.16, -0.14, 0.23, 0.22, 0.20, 0.20, 0.21, 0.22, 0.20, 0.21, 0.21]
}

{
  "formula": "C6H9BrF2O",
  "method": "the ωB97M-V functional and the def2-TZVPD basis",
  "de_lowest_ev": 0.000,
  "total_energy_ha": -3082.86365,
  "gap_ev": 8.81,
  "symbols": ["Br", "F", "F", "O", "C", "C", "C", "C", "C", "C", "H", "H", "H", "H", "H", "H", "H", "H", "H"],
  "positions_angstrom": [[4.36, -0.15, 0.58], [3.45, 1.85, -1.07], [3.29, -0.26, -1.90], [1.54, -0.49, 1.42], [0.46, -1.04, -0.84], [-0.64, 0.09, -0.99], [1.10, -0.10, 0.23], [0.01, 0.95, 0.17], [-0.83, 1.20, 1.57], [3.16, 0.50, -0.78], [-1.42, 0.44, 1.97], [0.26, 1.94, -0.12], [-1.67, -0.35, -0.69], [-0.65, 0.55, -2.00], [-1.47, 2.06, 1.39], [0.93, -1.45, -1.71], [0.04, -1.87, -0.20], [1.86, -1.38, 1.47], [-0.08, 1.35, 2.48]],
  "nbo_charge": [-0.04, -0.37, -0.36, -0.66, -0.48, -0.39, 0.46, -0.30, -0.61, 0.47, 0.21, 0.24, 0.21, 0.23, 0.21, 0.25, 0.20, 0.50, 0.23]
}

{
  "formula": "C6H9BrNO",
  "method": "the ωB97M-V functional and the def2-TZVPD basis",
  "charge": 1,
  "de_lowest_ev": 0.717,
  "total_energy_ha": -2937.65006,
  "smiles": "[NH3+]/C(Br)=C/C=C\\C=C\\O",
  "gap_ev": 8.20,
  "symbols": ["Br", "O", "N", "C", "C", "C", "C", "C", "C", "H", "H", "H", "H", "H", "H", "H", "H", "H"],
  "positions_angstrom": [[-2.72, 0.04, 0.27], [1.22, -1.35, 1.72], [-1.22, -1.86, -1.14], [-0.17, 0.39, -1.07], [-0.02, 1.76, -0.63], [0.64, -0.15, 1.46], [-1.12, -0.47, -0.64], [1.36, 0.95, 1.11], [0.64, 2.09, 0.47], [-0.60, 2.55, -1.07], [2.41, 0.90, 0.75], [-1.38, -2.32, -0.25], [2.07, -1.54, 1.36], [-0.42, -2.32, -1.66], [-0.32, 0.03, 1.93], [1.05, 3.07, 0.80], [-2.09, -1.98, -1.73], [0.66, 0.20, -1.68]],
  "nbo_charge": [0.16, -0.69, -0.72, -0.15, -0.28, 0.14, -0.01, -0.36, -0.13, 0.25, 0.22, 0.46, 0.49, 0.47, 0.20, 0.25, 0.46, 0.25]
}

{
  "formula": "C6H9CdFO18S3",
  "method": "the ωB97M-V functional and the def2-TZVPD basis",
  "charge": -4,
  "total_energy_ha": -3050.31511,
  "gap_ev": 4.13,
  "symbols": ["Cd", "S", "S", "S", "F", "O", "O", "O", "O", "O", "O", "O", "O", "O", "O", "O", "O", "O", "O", "O", "O", "O", "O", "C", "C", "C", "C", "C", "C", "H", "H", "H", "H", "H", "H", "H", "H", "H"],
  "positions_angstrom": [[-0.59, -0.68, -0.07], [-3.12, -0.33, 0.65], [0.87, -1.84, 1.82], [-0.96, 1.95, -2.05], [-1.29, 2.19, 3.01], [-0.21, 0.86, -1.32], [1.86, 4.90, 3.56], [-3.97, 0.73, 0.10], [0.10, -1.99, -1.66], [0.26, -2.02, -3.90], [-0.36, -2.32, 1.16], [-2.59, -1.09, -0.48], [-0.03, 2.58, -3.00], [2.02, -2.76, 1.74], [-3.84, -1.14, 1.62], [-2.17, 1.37, -2.65], [0.75, -1.70, 3.27], [-1.54, 2.92, -1.09], [0.39, 3.60, 2.42], [2.09, -2.14, -2.73], [1.08, -0.58, 1.10], [1.51, 2.75, 4.09], [-1.88, 0.26, 1.19], [2.77, -2.03, -1.50], [-0.05, 2.24, 2.48], [1.01, 1.64, 3.39], [1.30, 3.85, 3.37], [-1.12, -1.81, -4.08], [0.76, -2.01, -2.66], [-1.66, -2.76, -4.19], [1.82, 1.27, 2.75], [-1.61, -1.12, -3.40], [0.64, 0.90, 4.09], [2.47, -2.81, -0.80], [2.69, -1.07, -0.99], [3.83, -2.23, -1.63], [-1.27, -1.38, -5.08], [0.03, 1.78, 1.49]],
  "nbo_charge": [1.78, 2.61, 2.59, 2.59, -0.32, -1.20, -0.68, -1.08, -0.63, -0.53, -1.11, -1.17, -1.12, -1.13, -1.10, -1.10, -1.11, -1.09, -0.48, -0.52, -1.16, -0.52, -1.17, -0.28, 0.44, -0.14, 0.98, -0.27, 1.01, 0.14, 0.21, 0.29, 0.24, 0.23, 0.23, 0.15, 0.16, 0.25]
}

{
  "formula": "C6H9ClN3O4",
  "method": "the ωB97M-V functional and the def2-TZVPD basis",
  "charge": 1,
  "de_lowest_ev": 1.545,
  "total_energy_ha": -1158.97115,
  "gap_ev": [8.16, 8.17],
  "symbols": ["Cl", "O", "O", "O", "O", "N", "N", "N", "C", "C", "C", "C", "C", "C", "H", "H", "H", "H", "H", "H", "H", "H", "H"],
  "positions_angstrom": [[1.58, -1.54, 1.59], [3.30, 1.84, -0.77], [-2.55, 1.06, 0.55], [0.57, -0.98, -1.16], [3.56, -0.20, 0.03], [-0.56, 1.91, -0.15], [2.96, 0.84, -0.20], [-0.57, -0.14, 0.88], [-3.45, -0.05, 0.94], [0.83, -0.29, 0.67], [-1.23, 0.94, 0.46], [1.23, -2.24, -1.42], [1.50, 0.82, 0.17], [0.80, 1.91, -0.24], [-3.11, -1.08, 0.56], [-1.03, -1.10, 1.21], [2.34, -2.06, -1.27], [0.85, -2.37, -2.46], [-1.08, 2.66, -0.63], [1.30, 2.80, -0.48], [-3.74, 0.13, 2.09], [-4.39, 0.20, 0.41], [0.89, -3.06, -0.79]],
  "nbo_charge": [0.17, -0.32, -0.44, -0.65, -0.33, -0.53, 0.55, -0.58, -0.30, 0.31, 0.83, -0.28, -0.05, 0.08, 0.22, 0.49, 0.19, 0.23, 0.47, 0.28, 0.25, 0.25, 0.17]
}

{
  "formula": "C6H9ClO",
  "method": "the ωB97M-V functional and the def2-TZVPD basis",
  "de_lowest_ev": 1.618,
  "total_energy_ha": -769.38505,
  "smiles": "CC(=O)/C(C)=C(/C)Cl",
  "gap_ev": 9.32,
  "symbols": ["Cl", "O", "C", "C", "C", "C", "C", "C", "H", "H", "H", "H", "H", "H", "H", "H", "H"],
  "positions_angstrom": [[1.86, -1.55, 0.39], [-2.24, -0.63, -0.74], [-0.23, 0.26, 0.08], [-0.80, 1.63, -0.14], [1.18, -0.02, 0.06], [2.11, 1.02, -0.45], [-1.28, -0.87, -0.04], [-1.09, -2.14, 0.60], [2.29, 1.93, 0.24], [3.07, 0.68, -0.55], [-2.15, -2.58, 0.81], [-0.24, 2.39, 0.46], [-1.87, 1.61, 0.36], [1.71, 1.50, -1.29], [-0.72, -2.90, -0.01], [-1.06, 1.68, -1.27], [-0.55, -2.02, 1.48]],
  "nbo_charge": [0.03, -0.55, -0.11, -0.68, -0.01, -0.67, 0.56, -0.72, 0.23, 0.23, 0.24, 0.23, 0.24, 0.23, 0.25, 0.26, 0.23]
}

{
  "formula": "C6H9F",
  "method": "the ωB97M-V functional and the def2-TZVPD basis",
  "de_lowest_ev": 4.686,
  "total_energy_ha": -333.68415,
  "gap_ev": 8.82,
  "symbols": ["F", "C", "C", "C", "C", "C", "C", "H", "H", "H", "H", "H", "H", "H", "H", "H"],
  "positions_angstrom": [[-1.61, -1.60, -0.16], [3.01, -0.50, 0.04], [-0.75, 2.04, 0.05], [-0.61, 0.47, -0.06], [0.48, -0.44, 0.07], [1.81, 0.17, -0.07], [-1.86, -0.31, 0.07], [3.09, -1.61, 0.78], [0.24, -1.48, 0.42], [-2.42, 0.02, 1.11], [2.10, 1.38, -0.74], [0.20, 2.61, -0.39], [4.04, 0.13, -0.32], [-0.94, 2.39, 1.19], [-2.72, -0.06, -0.69], [-1.55, 2.49, -0.49]],
  "nbo_charge": [-0.35, -0.42, -0.66, -0.01, -0.27, -0.23, 0.02, 0.21, 0.26, 0.16, 0.20, 0.24, 0.22, 0.23, 0.17, 0.22]
}

{
  "formula": "C6H9F",
  "method": "the ωB97M-V functional and the def2-TZVPD basis",
  "de_lowest_ev": 4.708,
  "total_energy_ha": -333.68334,
  "gap_ev": [9.25, 8.05],
  "symbols": ["F", "C", "C", "C", "C", "C", "C", "H", "H", "H", "H", "H", "H", "H", "H", "H"],
  "positions_angstrom": [[-2.82, 0.28, -2.10], [-1.05, -0.47, -0.57], [-0.60, 1.33, -2.14], [1.35, -0.83, 1.75], [-1.48, 0.51, -1.66], [0.29, 0.12, -0.24], [0.65, 0.45, 1.20], [1.46, 1.23, 1.24], [-0.23, 0.65, 1.72], [-1.65, -0.41, 0.30], [-0.44, 2.12, -2.86], [0.70, -1.63, 1.32], [-1.13, -1.35, -1.08], [1.24, -0.25, -0.87], [2.30, -0.96, 1.16], [1.41, -0.79, 2.85]],
  "nbo_charge": [-0.38, -0.55, -0.25, -0.60, 0.32, 0.00, -0.47, 0.22, 0.20, 0.21, 0.21, 0.20, 0.23, 0.21, 0.21, 0.23]
}

{
  "formula": "C6H9F3N2",
  "method": "the ωB97M-V functional and the def2-TZVPD basis",
  "charge": 2,
  "total_energy_ha": -642.35091,
  "gap_ev": 9.71,
  "symbols": ["F", "F", "F", "N", "N", "C", "C", "C", "C", "C", "C", "H", "H", "H", "H", "H", "H", "H", "H", "H"],
  "positions_angstrom": [[0.27, 2.68, -2.27], [2.03, 3.18, -1.12], [0.41, 2.04, -0.17], [2.41, 0.25, -2.29], [-1.33, -0.36, -0.21], [-1.05, -0.63, 0.89], [1.70, 1.05, -1.87], [-0.89, -1.04, 2.20], [1.06, 2.29, -1.33], [-1.75, 0.10, -1.46], [0.39, -1.90, 2.54], [1.07, -1.27, 3.26], [-0.79, 0.07, -2.16], [-0.02, -2.76, 3.21], [0.93, -2.29, 1.63], [2.74, -0.58, -2.79], [-0.85, -0.09, 2.74], [-1.92, 1.17, -1.51], [-2.58, -0.44, -1.92], [-1.83, -1.46, 2.63]],
  "nbo_charge": [-0.23, -0.22, -0.27, -0.31, -0.25, 0.70, 0.56, -0.60, 0.94, -0.44, -0.61, 0.26, 0.20, 0.28, 0.24, 0.53, 0.31, 0.27, 0.30, 0.34]
}

{
  "formula": "C6H9F3N2O",
  "method": "the ωB97M-V functional and the def2-TZVPD basis",
  "de_lowest_ev": 1.781,
  "total_energy_ha": -718.27251,
  "smiles": "[H]/N=C1\\N[C@H]1C.CC(=O)C(F)(F)F",
  "gap_ev": 10.25,
  "symbols": ["F", "F", "F", "O", "N", "N", "C", "C", "C", "C", "C", "C", "H", "H", "H", "H", "H", "H", "H", "H", "H"],
  "positions_angstrom": [[2.72, 0.67, -1.34], [4.54, -0.40, -0.75], [3.32, 0.77, 0.77], [2.85, -2.16, 0.85], [0.04, 0.24, 0.97], [-2.13, 1.26, 1.83], [3.28, -0.07, -0.35], [-2.62, 0.36, 0.70], [2.53, -1.38, -0.04], [-1.16, 0.62, 1.01], [1.48, -1.75, -1.08], [-3.30, 1.02, -0.43], [-4.26, 1.48, -0.25], [-3.05, -0.55, 1.03], [-2.92, 2.00, -0.85], [-2.32, 2.25, 1.65], [0.67, -1.10, -0.88], [1.25, -2.74, -0.98], [-3.38, 0.18, -1.26], [0.78, 0.73, 1.43], [1.65, -1.42, -2.02]],
  "nbo_charge": [-0.32, -0.31, -0.33, -0.48, -0.69, -0.62, 0.89, -0.13, 0.52, 0.46, -0.73, -0.65, 0.23, 0.21, 0.22, 0.37, 0.28, 0.23, 0.23, 0.37, 0.23]
}

{
  "formula": "C6H9F3NO2",
  "method": "the ωB97M-V functional and the def2-TZVPD basis",
  "charge": -1,
  "de_lowest_ev": 0.765,
  "total_energy_ha": -738.88927,
  "gap_ev": 6.38,
  "symbols": ["F", "F", "F", "O", "O", "N", "C", "C", "C", "C", "C", "C", "H", "H", "H", "H", "H", "H", "H", "H", "H"],
  "positions_angstrom": [[-3.51, -0.27, 0.27], [-2.06, 1.15, -0.41], [-2.16, -0.82, -1.30], [1.37, -2.27, -0.63], [1.72, -1.32, 1.38], [-1.01, 0.00, 2.01], [1.04, 0.05, -0.44], [-1.25, -0.66, 0.92], [-2.19, -0.17, -0.13], [1.37, -1.23, 0.03], [1.26, 1.26, 0.40], [0.72, 0.22, -1.90], [-0.95, -1.70, 0.83], [0.59, 1.25, 1.29], [1.05, 2.16, -0.17], [-1.44, 0.93, 2.00], [0.34, -0.72, -2.29], [-0.02, 1.01, -2.05], [1.62, 0.49, -2.47], [2.28, 1.32, 0.79], [1.21, -0.67, 1.87]],
  "nbo_charge": [-0.36, -0.34, -0.32, -0.74, -0.76, -0.70, -0.32, 0.00, 0.92, 0.68, -0.63, -0.62, 0.22, 0.19, 0.19, 0.33, 0.23, 0.18, 0.17, 0.19, 0.48]
}

{
  "formula": "C6H9F4N3O10S4Ti",
  "method": "the ωB97M-V functional and the def2-TZVPD basis",
  "charge": -2,
  "spin_multiplicity": 5,
  "total_energy_ha": -3992.19794,
  "s_squared": 6.013,
  "gap_ev": [4.00, 6.42],
  "symbols": ["Ti", "S", "S", "S", "S", "F", "F", "F", "F", "O", "O", "O", "O", "O", "O", "O", "O", "O", "O", "N", "N", "N", "C", "C", "C", "C", "C", "C", "H", "H", "H", "H", "H", "H", "H", "H", "H"],
  "positions_angstrom": [[0.55, 0.02, -0.34], [-3.45, -1.15, 2.36], [-1.15, -1.41, 2.56], [3.94, 0.00, -0.59], [3.16, -1.71, 1.06], [3.31, 1.41, -1.13], [-4.36, 0.19, 2.14], [-0.02, -0.60, 3.36], [2.00, -1.92, 2.11], [-1.39, -2.61, 3.33], [-0.55, -1.39, 1.26], [2.96, -2.89, 0.24], [-4.24, -1.84, 3.38], [-3.48, -1.73, 1.04], [4.33, -1.65, 1.95], [4.08, -0.86, -1.80], [5.10, 0.50, 0.10], [-0.06, 1.93, 1.17], [0.50, 4.83, 0.17], [2.67, -0.40, 0.43], [-0.74, -1.80, -1.97], [-2.08, -0.23, 2.88], [-0.75, 4.17, 0.01], [0.52, -1.43, -2.40], [-0.78, 2.54, 0.12], [0.33, -0.24, -3.03], [-1.01, 0.17, -2.75], [-1.71, -0.87, -2.14], [-2.72, -1.04, -1.80], [1.03, 0.21, -3.73], [1.28, -2.17, -2.56], [-1.40, 1.12, -3.08], [-1.20, 4.56, -0.90], [-1.48, 4.56, 0.72], [-0.86, -2.65, -1.43], [-0.49, 2.11, -0.83], [-1.84, 2.29, 0.09]],
  "lowdin_spin": [2.30, 0.00, 0.01, 0.01, 0.01, 0.02, 0.00, 0.00, 0.00, 0.00, 0.03, 0.01, 0.00, 0.00, 0.00, 0.01, 0.00, 0.08, 0.77, 0.05, 0.12, 0.00, 0.08, 0.13, 0.08, 0.09, 0.02, 0.08, 0.01, 0.01, 0.02, 0.00, 0.00, 0.03, 0.00, 0.02, 0.01]
}